# 1
62
Properties=species:S:1:pos:R:3:forces:R:3:lowdin_charge:R:1 method="wB97M-V/def2-TZVPD" e_homo_ev=-8.941 smiles="O=C(NCC(=O)N(c1ccc(F)cc1)[C@H](C(=O)NC1CCCCC1)c1ccncc1)c1ccco1" relative_energy_kcal_mol=36.3 total_energy_ha=-1626.87236 e_lumo_ev=0.40
O 1.4558 -2.0952 -3.7144 0.1 0.0 -0.2 0.09
C 1.3171 -0.9358 -3.3828 -0.1 -0.1 -0.1 -0.43
N 0.1786 -0.4818 -2.7890 -0.3 0.2 -0.1 0.08
C -0.8985 -1.3776 -2.4590 -0.2 -0.1 -0.2 -0.06
C -1.2757 -1.3775 -0.9824 0.0 0.1 -0.4 -0.40
O -2.4475 -1.3163 -0.6410 -0.3 -0.1 -0.1 0.05
N -0.2738 -1.4340 -0.0822 0.2 0.0 0.4 0.07
C 1.1103 -1.5249 -0.3988 0.5 -0.1 -0.2 -0.24
C 1.9359 -0.4248 -0.1940 0.0 -0.2 -0.1 -0.01
C 3.2882 -0.5186 -0.4587 0.1 -0.1 0.0 0.01
C 3.7960 -1.7197 -0.9223 -0.2 -0.1 0.1 -0.27
F 5.1132 -1.8054 -1.1865 0.0 0.0 0.0 0.07
C 2.9947 -2.8299 -1.1130 0.3 0.1 0.1 0.02
C 1.6430 -2.7287 -0.8429 -0.1 0.3 0.2 0.00
C -0.6295 -1.4043 1.3488 -0.2 0.1 0.1 -0.11
C -0.8187 0.0780 1.7388 -0.3 -0.5 -0.1 -0.41
O 0.0672 0.7946 2.1608 0.4 0.3 0.1 0.06
N -2.0727 0.4960 1.5088 -0.4 0.2 0.0 0.12
C -2.4700 1.8858 1.6257 0.0 0.0 -0.1 -0.31
C -3.8673 1.9752 2.2346 0.3 0.2 0.2 -0.15
C -4.3056 3.4323 2.3495 -0.2 -0.2 -0.2 -0.20
C -4.2834 4.1063 0.9812 0.2 0.2 0.2 -0.21
C -2.8880 4.0216 0.3710 -0.2 -0.1 -0.2 -0.20
C -2.4426 2.5674 0.2542 0.2 0.2 0.3 -0.15
C 0.3791 -2.1988 2.1376 0.0 -0.1 0.3 -0.16
C 0.1921 -3.5737 2.2517 0.1 0.2 0.0 -0.01
C 1.1456 -4.3251 2.9180 -0.3 -0.1 -0.2 -0.15
N 2.2309 -3.8034 3.4622 0.4 -0.4 0.3 0.06
C 2.4010 -2.4974 3.3660 0.0 0.3 -0.1 -0.13
C 1.5171 -1.6499 2.7143 0.0 -0.1 0.1 0.00
C 2.3644 0.0846 -3.5474 -0.1 0.9 0.2 -0.20
C 2.4107 1.4341 -3.2834 -0.2 -0.9 -0.2 -0.01
C 3.7200 1.8508 -3.5949 0.4 -0.3 -0.2 -0.05
C 4.3733 0.7300 -4.0212 0.1 0.9 0.2 -0.10
O 3.5662 -0.3271 -3.9968 -0.2 -0.6 -0.1 0.08
H 0.0881 0.4876 -2.5371 0.1 0.0 0.0 0.14
H -1.8074 -1.1237 -3.0162 0.1 -0.1 0.2 0.14
H -0.5707 -2.3780 -2.7625 -0.1 0.1 0.0 0.13
H 1.5205 0.4962 0.1845 -0.1 0.1 0.0 0.12
H 3.9463 0.3230 -0.3116 0.1 0.1 0.0 0.13
H 3.4244 -3.7496 -1.4734 0.1 -0.1 -0.1 0.13
H 0.9997 -3.5833 -0.9822 -0.1 -0.1 0.0 0.13
H -1.6053 -1.9009 1.4270 0.2 0.1 0.0 0.15
H -2.6986 -0.1101 0.9901 0.2 -0.1 0.1 0.12
H -1.7390 2.3648 2.2856 -0.1 0.0 -0.1 0.15
H -3.8683 1.5018 3.2180 0.0 -0.1 0.0 0.12
H -4.5676 1.4317 1.5956 -0.1 -0.1 0.0 0.12
H -5.3101 3.4814 2.7736 0.0 0.0 0.1 0.11
H -3.6300 3.9609 3.0253 0.0 0.0 0.1 0.12
H -4.5832 5.1514 1.0767 -0.1 0.0 -0.1 0.11
H -4.9990 3.6113 0.3209 -0.1 0.0 -0.1 0.11
H -2.8826 4.4893 -0.6157 0.1 0.1 0.0 0.11
H -2.1822 4.5642 1.0036 0.1 0.1 0.0 0.12
H -1.4296 2.5159 -0.1523 0.0 -0.1 0.0 0.11
H -3.1090 2.0273 -0.4234 0.0 -0.1 -0.1 0.12
H -0.6786 -4.0487 1.8242 -0.1 -0.1 0.0 0.12
H 1.0377 -5.3967 3.0221 -0.1 -0.1 0.0 0.10
H 3.2975 -2.1083 3.8301 0.1 0.1 0.0 0.11
H 1.7003 -0.5901 2.6719 0.0 0.0 0.0 0.10
H 1.6200 2.0600 -2.9218 -0.2 0.1 0.1 0.11
H 4.1188 2.8408 -3.5134 0.1 0.2 0.0 0.10
H 5.3814 0.5750 -4.3519 0.1 -0.1 -0.1 0.13



# 2
61
Properties=species:S:1:pos:R:3:forces:R:3:lowdin_charge:R:1 method="wB97M-V/def2-TZVPD" e_homo_ev=-9.264 total_charge=+1 relative_energy_kcal_mol=61.9 total_energy_ha=-2872.73105 e_lumo_ev=-2.66
Ir 0.0715 -1.3363 0.5224 -0.7 -0.3 -0.2 0.39
C -1.4726 -2.7632 3.3247 0.1 -0.1 -0.1 -0.47
C -0.4515 -3.7484 2.7512 -0.1 0.1 0.1 -0.44
S -0.0590 -3.6389 0.9827 -2.0 -0.6 -0.7 0.86
C -1.5826 -4.1585 0.1529 -0.3 0.1 0.2 -0.46
C -2.6680 -3.0953 0.1101 0.1 -0.3 0.0 -0.44
S -1.9853 -1.4840 -0.4266 0.6 0.3 0.1 0.81
C -2.9914 -0.4078 0.6330 0.0 0.1 0.1 -0.46
C -2.8723 -0.6081 2.1512 0.0 0.0 -0.1 -0.47
S -1.2188 -1.0358 2.7810 0.0 0.1 0.2 0.86
H -1.3785 -2.7734 4.4101 0.0 0.0 0.0 0.08
H -2.4925 -3.0617 3.0906 0.0 0.0 0.0 0.07
H -0.7429 -4.7757 2.9778 0.0 0.0 0.0 0.09
H 0.5236 -3.5815 3.2118 0.0 0.0 0.0 0.08
H -1.9395 -5.0776 0.6191 -0.1 0.0 0.0 0.09
H -1.2543 -4.4098 -0.8565 0.0 0.0 0.0 0.08
H -3.1353 -2.9658 1.0825 0.0 0.0 0.0 0.06
H -3.4465 -3.3686 -0.6032 0.0 0.0 0.0 0.09
H -4.0332 -0.5020 0.3183 0.0 0.0 0.0 0.10
H -2.6637 0.5987 0.3766 0.1 0.0 -0.1 0.06
H -3.5670 -1.3634 2.5134 0.0 0.0 0.0 0.07
H -3.1546 0.3307 2.6263 0.0 0.0 0.0 0.08
O 2.3133 -0.2140 1.8083 0.0 -0.1 -0.1 0.10
C 3.0863 -0.4020 0.9114 -0.3 0.4 0.0 -0.41
C 3.3306 0.5226 -0.2116 -0.1 -0.1 0.0 -0.14
C 4.6250 0.7581 -0.6604 0.0 0.1 0.1 0.00
C 4.8535 1.7439 -1.6058 0.0 0.0 0.0 -0.05
C 3.7853 2.4746 -2.1039 0.0 0.0 0.0 -0.04
C 2.4893 2.1891 -1.6998 0.0 0.0 0.0 -0.06
C 2.2342 1.1983 -0.7581 0.1 -0.1 -0.2 -0.25
P 0.4810 0.7108 -0.4264 0.0 0.0 0.0 0.90
C -0.0681 2.2227 0.4489 -0.1 0.0 0.0 -0.34
C -0.0042 2.2096 1.8423 0.0 -0.1 0.0 -0.11
C -0.3511 3.3344 2.5755 0.0 0.0 0.0 -0.07
C -0.7657 4.4874 1.9241 0.0 0.0 0.0 -0.07
C -0.8078 4.5186 0.5375 0.0 0.0 0.0 -0.07
C -0.4533 3.3968 -0.1980 0.0 0.0 0.0 -0.10
C -0.2228 0.8066 -2.1118 -0.1 0.0 0.0 -0.39
C 0.4508 0.1437 -3.1399 0.0 0.0 0.0 -0.10
C -0.0970 0.0637 -4.4075 0.0 0.0 0.0 -0.06
C -1.3373 0.6339 -4.6696 0.0 0.0 0.0 -0.07
C -2.0245 1.2765 -3.6542 0.0 0.0 0.0 -0.07
C -1.4726 1.3582 -2.3815 0.0 0.0 0.1 -0.12
H 5.4490 0.1977 -0.2397 0.0 0.0 0.0 0.13
H 5.8600 1.9476 -1.9442 0.0 0.0 0.0 0.11
H 3.9571 3.2572 -2.8310 0.0 0.0 0.0 0.12
H 1.6684 2.7296 -2.1518 0.0 0.0 0.0 0.11
H 0.3428 1.3197 2.3526 0.0 0.0 0.0 0.06
H -0.2898 3.3109 3.6558 0.0 0.0 0.0 0.11
H -1.0433 5.3638 2.4947 0.0 0.0 0.0 0.11
H -1.1124 5.4210 0.0238 0.0 0.0 0.0 0.11
H -0.4795 3.4470 -1.2778 0.0 0.0 0.0 0.10
H 1.4090 -0.3233 -2.9467 0.0 0.0 0.0 0.11
H 0.4432 -0.4476 -5.1933 0.0 0.0 0.0 0.11
H -1.7638 0.5751 -5.6621 0.0 0.0 0.0 0.11
H -2.9925 1.7202 -3.8470 0.0 0.0 0.0 0.11
H -2.0263 1.8765 -1.6089 0.0 0.0 0.0 0.09
O 3.8701 -1.5476 0.8880 0.0 -0.5 0.1 0.11
C 3.2176 -2.7052 1.1506 0.9 0.3 -0.7 -0.22
O 2.0279 -2.8190 1.1735 1.8 0.9 0.8 -0.17
H 3.9316 -3.5308 1.1947 0.0 0.0 0.2 0.17



# 3
62
Properties=species:S:1:pos:R:3:forces:R:3:lowdin_charge:R:1 method="wB97M-V/def2-TZVPD" e_homo_ev="-13.925 / -13.972" total_charge=+2 multiplicity=2 relative_energy_kcal_mol=0.0 total_energy_ha=-2698.98902 e_lumo_ev="-6.18 / -6.07"
Ti -0.3815 -0.4297 -0.7166 0.0 0.3 -0.3 1.08
O -1.5754 0.5360 0.7684 0.0 0.0 -0.1 -0.37
S -0.5422 0.5324 1.8526 0.1 -0.1 0.0 0.66
O -0.8529 -0.2459 3.0052 0.0 0.1 0.1 -0.23
N 0.6304 -0.0309 0.9275 0.0 0.0 0.2 -0.26
C 1.9354 -0.4722 1.1552 0.1 0.0 0.1 -0.24
C 2.6793 -0.4124 2.2999 -0.1 0.0 0.0 0.03
C 4.0004 -0.9167 2.2908 0.1 0.0 0.0 -0.03
C 4.5501 -1.4554 1.1619 0.0 0.0 0.1 0.00
C 3.7928 -1.5280 -0.0338 -0.1 0.0 0.0 -0.13
C 4.2664 -2.0634 -1.2509 0.0 0.0 0.0 0.05
C 3.4443 -2.0834 -2.3466 0.1 0.0 -0.1 -0.01
C 2.1441 -1.5774 -2.2400 -0.1 0.0 0.0 -0.08
N 1.6537 -1.0684 -1.1222 0.2 -0.1 0.0 0.02
C 2.4785 -1.0379 -0.0222 -0.1 0.0 0.0 -0.15
C -0.1565 2.1679 2.3300 0.0 0.0 -0.1 -0.28
C -0.8760 2.7215 3.3835 0.0 0.0 0.0 -0.03
C -0.5826 4.0188 3.7687 0.0 0.0 0.0 -0.03
C 0.4248 4.7265 3.1234 0.0 0.0 0.0 -0.04
C 1.1474 4.1500 2.0864 0.0 -0.1 0.0 -0.06
C 0.8570 2.8582 1.6736 0.0 0.1 0.1 -0.08
H 2.2617 0.0131 3.2039 0.0 0.0 0.0 0.13
H 4.5829 -0.8685 3.2004 0.0 0.0 0.0 0.12
H 5.5641 -1.8325 1.1666 0.0 0.0 0.0 0.13
H 5.2752 -2.4525 -1.3100 0.0 0.0 0.0 0.14
H 3.7786 -2.4836 -3.2926 0.0 0.0 0.0 0.12
H 1.4861 -1.5945 -3.1018 0.0 0.0 0.0 0.12
H -1.6360 2.1424 3.8909 0.0 0.0 0.0 0.13
H -1.1298 4.4724 4.5834 0.0 0.0 0.0 0.12
H 0.6593 5.7328 3.4436 0.0 0.0 0.0 0.12
H 1.9482 4.7003 1.6108 0.0 0.0 0.0 0.12
H 1.4162 2.3857 0.8777 0.0 0.0 0.0 0.10
O -1.3729 -0.4261 -2.6010 -0.2 -0.1 0.1 -0.18
C -2.8048 -0.6928 -2.4632 -0.1 -0.1 -0.1 -0.17
C -3.1300 -2.0740 -2.9880 0.1 0.0 0.0 -0.14
C -2.1073 -3.1155 -2.5165 -0.1 0.1 0.0 -0.12
C -2.0200 -3.2636 -1.0202 0.2 0.0 -0.1 -0.24
C -2.7515 -4.2636 -0.4009 0.0 0.0 0.0 0.01
C -2.5940 -4.5139 0.9504 0.0 0.0 0.0 0.00
C -1.6634 -3.7682 1.6525 0.0 0.0 0.0 -0.01
C -0.9885 -2.7702 0.9871 0.0 0.0 0.0 -0.10
N -1.1732 -2.4695 -0.3185 -0.2 -0.2 0.1 0.03
H -1.1159 -0.4062 -3.5302 0.1 0.1 0.0 0.14
H -3.3573 0.0907 -2.9784 0.0 0.0 0.0 0.14
H -3.0116 -0.6040 -1.3933 0.0 0.0 0.0 0.12
H -3.1525 -2.0622 -4.0799 0.0 0.0 0.0 0.13
H -4.1350 -2.3418 -2.6563 0.0 0.0 0.0 0.14
H -1.1164 -2.8772 -2.9044 0.0 0.0 0.0 0.11
H -2.3747 -4.0824 -2.9393 0.0 0.0 0.0 0.13
H -3.4245 -4.8667 -0.9953 0.0 0.0 0.0 0.13
H -3.1635 -5.2942 1.4371 0.0 0.0 0.0 0.13
H -1.4646 -3.9434 2.6995 0.0 0.0 0.0 0.13
H -0.2670 -2.1799 1.5276 0.0 0.0 0.0 0.09
C -1.2766 4.7968 -0.8160 0.0 0.0 0.0 -0.05
C -0.2478 4.2085 -1.7953 -0.1 0.2 0.0 -0.17
C -0.1052 2.7751 -1.5941 0.1 -0.1 0.0 -0.10
N -0.0262 1.6496 -1.3926 -0.1 0.0 -0.1 0.15
H -1.3472 5.8695 -0.9788 0.0 0.0 0.0 0.09
H -0.9767 4.6192 0.2159 0.0 0.0 0.0 0.06
H -2.2595 4.3576 -0.9762 0.0 0.0 0.0 0.09
H 0.7342 4.6672 -1.6687 0.0 0.0 0.0 0.13
H -0.5499 4.3763 -2.8306 0.0 0.0 0.0 0.13



# 4
78
Properties=species:S:1:pos:R:3:forces:R:3:lowdin_charge:R:1 method="wB97M-V/def2-TZVPD" e_homo_ev=-9.964 total_charge=+1 relative_energy_kcal_mol=6.7 total_energy_ha=-4094.90463 e_lumo_ev=-5.68
Y 1.5561 -0.0367 -0.6014 -0.2 -1.4 0.2 1.36
C 1.9054 1.4804 -5.0375 -0.7 -0.5 -0.2 0.02
C 2.0493 1.1175 -3.5836 -0.9 -2.4 -1.0 -0.23
N 1.5279 0.0470 -3.0408 0.5 2.0 -0.5 -0.03
O 0.8724 -0.7894 -3.8556 -0.7 -0.3 -0.1 0.02
B -0.6612 -0.8121 -3.6924 -1.0 -0.3 -1.3 -1.00
F -1.1265 0.4525 -4.2085 0.6 -0.8 0.3 0.09
F -1.1995 -1.9029 -4.3925 1.0 1.1 0.5 0.15
O -1.1497 -0.9859 -2.3161 0.4 -0.3 0.8 0.03
N -0.7428 0.0578 -1.5202 -0.7 1.9 -0.7 -0.03
C -1.4802 1.1369 -1.6474 -1.0 -2.0 0.1 -0.21
C -2.9363 1.0933 -2.2043 2.7 0.7 -0.6 0.04
C -0.9012 2.3910 -1.1206 0.9 0.8 1.7 -0.23
N 0.2794 2.2299 -0.6132 0.2 1.7 -0.3 0.08
O 0.8547 3.4692 -0.0531 -2.1 -1.2 0.0 0.13
B 2.1802 3.7268 0.0815 -0.1 -1.3 -0.5 -0.79
F 2.6204 4.5591 0.9981 -0.2 0.2 -0.2 0.29
F 1.3660 0.5099 1.3251 0.9 0.5 0.5 -0.65
O 3.1136 3.1639 -0.7552 1.2 -1.8 -0.7 0.11
N 2.7125 1.9506 -1.4415 -0.7 1.1 -0.9 0.03
C 2.8010 2.0103 -2.7446 1.8 1.4 2.2 -0.22
C 3.7061 3.0157 -3.3666 -0.4 0.7 0.6 0.02
C -1.6839 3.6845 -1.0984 1.3 0.3 -0.2 0.03
H 0.9886 0.9748 -5.4035 0.7 0.3 0.1 0.10
H 2.7734 1.1278 -5.6291 -0.4 0.3 0.3 0.12
H 1.7686 2.5668 -5.1599 0.2 -0.5 0.0 0.09
H -3.1610 0.0797 -2.4642 -0.2 -0.3 -0.2 0.09
H -2.9760 1.7595 -3.0775 -0.1 -0.4 0.1 0.10
H -3.5929 1.4768 -1.4698 -0.7 0.4 1.0 0.07
H 4.1037 3.6153 -2.5618 0.3 0.2 -0.1 0.09
H 3.1744 3.6603 -4.0381 -0.3 0.4 -0.4 0.09
H 4.5230 2.5834 -3.9223 0.1 -0.5 -0.2 0.11
H -2.6336 3.5385 -0.5999 -0.3 -0.1 -0.2 0.09
H -1.7891 4.0566 -2.1304 -0.4 -0.3 0.3 0.11
H -1.1105 4.4630 -0.5624 -0.3 -0.6 -0.2 0.09
S 4.2588 -0.8841 0.3743 0.6 -0.4 0.0 0.01
S 5.1295 0.4482 1.5028 -1.4 1.0 0.5 0.03
S 4.0185 0.5218 3.3450 1.2 -1.6 -0.9 0.12
S 3.6282 -1.3192 3.6681 -0.7 1.0 0.0 0.18
N 0.9651 -4.6558 0.5171 0.0 0.2 -0.1 0.13
C 0.5032 -4.1552 1.7314 0.5 0.6 -0.1 -0.04
C 0.7301 -2.7978 1.6795 -0.6 -0.3 0.5 -0.18
N 1.2442 -2.4431 0.4693 0.3 -0.9 -0.9 0.03
C 1.4136 -3.5992 -0.2021 -0.7 1.1 1.1 -0.26
C 2.0444 -3.5963 -1.4842 1.1 0.2 -1.1 -0.28
N 2.6000 -2.4879 -1.9792 -0.1 -0.8 0.2 0.06
C 3.2249 -2.8860 -3.1499 -0.8 0.3 -0.1 -0.12
C 2.9968 -4.2103 -3.3943 -0.1 0.2 0.8 -0.05
N 2.2814 -4.6760 -2.2811 -0.3 -0.6 -0.3 0.12
H 0.9716 -5.6218 0.1830 -0.1 0.6 0.5 0.17
H 0.0987 -4.7446 2.5386 0.1 -0.2 -0.3 0.12
H 0.4882 -2.0241 2.4183 0.1 -0.6 -0.4 0.04
H 3.7006 -2.1651 -3.8125 -0.1 -0.3 0.3 0.11
H 3.2526 -4.7944 -4.2634 0.0 -0.2 0.3 0.12
H 1.9716 -5.6574 -2.0814 0.5 1.6 -0.6 0.18
Te -1.2301 0.2293 2.0143 -1.3 -0.2 0.8 1.46
C -1.1535 1.1325 3.9601 -0.2 1.0 -0.4 -0.49
C -2.0265 2.2177 4.2202 0.1 -1.2 0.2 -0.14
C -2.1302 2.7414 5.5023 0.5 -0.1 -0.3 -0.07
C -1.3072 2.2490 6.5186 -0.6 0.0 -0.8 -0.08
C -0.4117 1.2459 6.2320 0.3 -0.2 -0.4 -0.09
C -0.2712 0.7248 4.9508 -0.3 -0.7 -0.5 -0.14
C -3.0822 -0.8649 2.2633 0.6 0.6 -0.3 -0.49
C -4.2730 -0.3526 1.7715 0.0 0.5 0.2 -0.15
C -5.4265 -1.1199 1.8039 -0.3 0.2 -0.6 -0.09
C -5.3504 -2.4329 2.2194 -1.0 -0.8 -0.1 -0.09
C -4.1558 -2.9764 2.6447 -0.1 0.2 0.6 -0.09
C -3.0422 -2.1724 2.7149 1.6 -0.4 -0.2 -0.15
H -2.7017 2.5306 3.4378 0.0 0.2 0.0 0.08
H -2.8362 3.5349 5.6791 -0.1 0.1 0.2 0.10
H -1.4166 2.6133 7.5116 0.0 0.2 0.6 0.10
H 0.1516 0.7794 7.0035 0.5 0.0 0.6 0.10
H 0.4526 -0.0780 4.7335 -0.4 0.4 0.3 0.09
H -4.2880 0.6595 1.3788 -0.1 -0.1 0.1 0.08
H -6.3603 -0.7114 1.4099 0.3 -0.1 0.2 0.11
H -6.2286 -3.0919 2.1705 0.3 0.5 0.1 0.12
H -4.1133 -3.9850 3.0071 0.0 -0.4 -0.1 0.10
H -2.0532 -2.5966 2.9805 -0.8 0.2 0.1 0.09